ORCA calculation (ωB97M-V with the def2-TZVPD basis set) on a single C8H15N5 molecule.

The LUMO energy (alpha / beta) is 0.8941 / -2.0280 eV. Its net charge is 0. The calculation puts the HOMO-LUMO gap (alpha / beta) at 5.1 / 6.8 eV. As for the strongest force on any atom: 8.86 eV/Å. Its expectation value of S² is 2.022. Its spin multiplicity is 3.

XYZ file:
```
28
Properties=species:S:1:pos:R:3:nbo_charge:R:1
H 2.9843 0.0183 0.8343 0.200
C 1.3406 1.4538 0.7382 -0.265
H 0.2058 1.5453 -1.0996 0.191
H 1.6746 0.3705 -1.1464 0.200
C -2.1226 -0.8093 -1.1606 0.440
H -1.7332 -2.1887 1.0483 0.183
H 1.2955 3.6094 -0.0311 0.215
C 0.7790 0.8313 -0.5202 -0.191
H -2.1280 -1.0552 2.3242 0.214
C 1.9870 2.7947 0.3908 -0.620
N -1.2651 -0.1557 0.8098 -0.140
H 0.3016 -2.4553 -2.4826 0.214
C -1.9029 -2.3234 -2.5514 0.020
N -2.8525 -1.5977 -1.8509 -0.474
H -2.2780 -3.1729 -3.1310 0.205
C -1.3873 -1.3813 1.6540 -0.414
H -0.2861 -1.5264 1.9007 0.218
C 2.2876 0.4881 1.4881 -0.603
N -0.7710 -1.0027 -1.2315 -0.303
H 2.4176 3.2785 1.2998 0.217
H 2.7305 2.7290 -0.4170 0.211
N -2.4683 -0.1240 0.0770 -0.474
H -2.8352 0.7877 -0.2371 0.386
N -0.1733 -0.4689 -0.1320 -0.153
H 1.7222 -0.3050 1.9386 0.214
H 0.4082 1.4970 1.4531 0.231
C -0.6604 -2.0745 -2.1288 -0.134
H 2.7293 1.2375 2.1635 0.211
```